(1)
Computed, not measured: a structure of composition C31H22N3OReS3, with wB97M-V/def2-TZVPD.

Cartesian coordinates (Å):
Re (0.1790, -0.4198, 0.0689)
C (-2.4798, 2.1441, 2.3996)
C (-1.7652, 2.3675, 3.5662)
C (-0.5118, 1.8037, 3.7108)
C (-0.0049, 1.0167, 2.6905)
N (-0.7113, 0.7956, 1.5609)
C (-1.9234, 1.3585, 1.4142)
C (1.3227, 0.3959, 2.7004)
C (2.1837, 0.3308, 3.7819)
C (3.4062, -0.3002, 3.6394)
C (3.7440, -0.8424, 2.4090)
C (2.8514, -0.7486, 1.3598)
N (1.6493, -0.1537, 1.5135)
C (3.0506, -1.2825, 0.0054)
C (4.2649, -1.7315, -0.4818)
C (4.3432, -2.1765, -1.7892)
C (3.2062, -2.1579, -2.5795)
C (2.0247, -1.6911, -2.0431)
N (1.9479, -1.2640, -0.7727)
H (-3.4588, 2.5725, 2.2411)
H (-2.1768, 2.9860, 4.3522)
H (0.0764, 1.9859, 4.5982)
H (-2.4255, 1.1570, 0.4805)
H (1.8949, 0.7607, 4.7302)
H (4.0874, -0.3716, 4.4754)
H (4.6918, -1.3433, 2.2720)
H (5.1391, -1.7162, 0.1524)
H (5.2866, -2.5217, -2.1898)
H (3.2223, -2.4944, -3.6058)
H (1.1092, -1.6449, -2.6123)
S (-0.4331, -2.4266, 1.1379)
C (-1.6828, -3.1155, 0.1751)
C (-2.2622, -4.3551, 0.5274)
C (-3.2529, -4.8948, -0.2450)
C (-3.7095, -4.2220, -1.3985)
C (-3.1670, -3.0196, -1.7534)
C (-2.1397, -2.4459, -0.9676)
S (-1.4621, -0.9311, -1.4182)
H (-1.9092, -4.8630, 1.4156)
H (-3.6935, -5.8449, 0.0269)
H (-4.4925, -4.6618, -2.0014)
H (-3.5124, -2.4927, -2.6342)
C (3.5145, 6.4730, -5.2658)
C (2.5316, 7.6153, -5.3173)
O (2.8322, 8.7311, -5.6368)
S (0.7815, 7.2929, -5.0242)
C (0.7769, 5.8133, -4.0417)
C (0.2410, 4.6398, -4.5628)
C (0.1830, 3.4920, -3.7893)
C (0.6763, 3.4892, -2.4841)
C (1.2093, 4.6718, -1.9648)
C (1.2415, 5.8245, -2.7286)
C (0.6240, 2.2902, -1.6899)
C (0.5299, 1.2662, -1.0327)
H (4.5177, 6.8801, -5.3595)
H (3.3025, 5.8080, -6.1048)
H (3.4197, 5.8924, -4.3513)
H (-0.1334, 4.6287, -5.5782)
H (-0.2466, 2.5867, -4.1977)
H (1.5806, 4.6865, -0.9484)
H (1.6280, 6.7448, -2.3086)

Forces on atoms 1 to 2 (eV/Å):
-0.342 -0.609 -0.098
-0.051 -0.019 -0.067

⟨S²⟩ = 0.813
Total charge = +1
Spin multiplicity = 2
ΔE to the lowest compared entry with this formula, charge and spin = 0.00 kcal per mole

Atom charges from the Mulliken analysis, given in e for atoms 1 to 5: atom 1 (Re): 0.023, atom 2 (C): -0.821, atom 3 (C): -0.456, atom 4 (C): -0.952, atom 5 (C): 0.969

***

(2)
Computed, not measured: a cluster of 6 separate species, C10H32N15O8 in total at a distorted geometry, with wB97M-V/def2-TZVPD.

Cartesian coordinates (Å):
N (0.7063, -5.0230, -0.4021)
C (-0.1832, -3.7915, -0.5448)
O (-0.6395, -3.1603, 0.5402)
C (-0.4768, -3.2986, -2.1149)
C (-0.7893, -1.6923, -2.2152)
N (-1.9681, -1.3192, -3.0862)
C (-3.2973, -1.7323, -2.4863)
N (-3.6212, -1.1899, -1.2536)
N (-4.1769, -2.6528, -3.3033)
C (-4.3432, -4.0204, -2.6786)
O (-5.0104, -4.0191, -1.3582)
N (-4.1095, -4.1518, -0.3653)
O (-4.6962, -4.5685, 0.6325)
H (0.8418, -5.4042, -1.3729)
H (1.6626, -4.7512, -0.0596)
H (0.5493, -3.5049, -2.6886)
H (-1.2783, -3.9629, -2.6504)
H (0.1693, -1.2008, -2.7299)
H (-0.8563, -1.1822, -1.1490)
H (-1.9906, -0.2554, -3.0543)
H (-4.6199, -1.1433, -0.9465)
H (-2.9176, -0.7309, -0.6037)
H (-3.6517, -2.8251, -4.2065)
H (-3.3444, -4.6566, -2.6512)
H (-5.0722, -4.6279, -3.4031)
C (-3.5471, 2.9877, -1.7471)
O (-3.0156, 2.5863, -2.7704)
N (-3.9729, 4.2550, -1.5976)
N (-3.7544, 2.1987, -0.6775)
H (-4.4126, 4.6041, -0.7628)
H (-3.8358, 4.8822, -2.3795)
H (-3.4487, 1.2370, -0.7484)
H (-4.1903, 2.5110, 0.1737)
C (2.2997, -1.9885, 2.4614)
O (1.7610, -0.8957, 2.3812)
N (3.4428, -2.1877, 3.1420)
N (1.7983, -3.0913, 1.8764)
H (3.9013, -3.0798, 3.2193)
H (3.8537, -1.3832, 3.5975)
H (0.9384, -2.9851, 1.3541)
H (2.2274, -3.9995, 1.9312)
C (7.1359, -2.2808, 3.8044)
O (5.9745, -2.6556, 3.7680)
N (8.0852, -2.9216, 4.5100)
N (7.5704, -1.1935, 3.1420)
H (9.0466, -2.6283, 4.5522)
H (7.8001, -3.7454, 5.0234)
H (6.8875, -0.6821, 2.5983)
H (8.5225, -0.8693, 3.1598)
C (-0.6764, 5.6955, -2.0920)
O (-1.8670, 5.8960, -2.2741)
N (-0.2080, 4.5779, -1.5078)
N (0.2736, 6.5742, -2.4593)
H (0.7684, 4.3949, -1.3493)
H (-0.8903, 3.8902, -1.2161)
H (-0.0364, 7.4290, -2.9028)
H (1.2587, 6.4269, -2.3179)
C (0.8470, 5.0591, 2.2481)
O (1.8367, 4.8134, 1.5767)
N (-0.3302, 5.4170, 1.7043)
N (0.8451, 4.9940, 3.5917)
H (-1.1561, 5.6233, 2.2406)
H (-0.3719, 5.4780, 0.6953)
H (1.7116, 4.7281, 4.0412)
H (0.0403, 5.1927, 4.1617)

Forces on atoms 1 to 2 (eV/Å):
-1.006 2.802 -1.848
-0.864 1.318 3.973

Total charge = +1

Atom charges from the Mulliken analysis, given in e for atoms 1 to 5: atom 1 (N): -0.595, atom 2 (C): 0.491, atom 3 (O): -0.675, atom 4 (C): -0.570, atom 5 (C): -0.683

***

(3)
Computed, not measured: a structure of composition C26H32N4O4PSTl at a distorted geometry, with wB97M-V/def2-TZVPD.

Cartesian coordinates (Å):
Tl (7.3996, 12.4722, 16.7885)
O (6.9979, 15.6320, 14.6278)
C (7.7536, 14.7273, 14.2651)
O (8.3417, 13.7591, 14.9379)
C (7.9815, 14.5736, 12.7089)
O (8.0054, 15.3880, 11.8276)
O (8.0132, 13.2511, 12.4601)
C (5.2061, 17.6453, 16.0619)
C (5.7152, 17.6278, 17.5208)
C (4.6473, 18.3476, 18.4088)
C (7.1801, 18.1119, 17.6218)
C (5.7785, 16.1788, 17.9505)
N (6.1241, 15.0720, 17.9987)
H (5.0507, 18.6666, 15.7788)
H (4.2180, 17.1479, 15.9934)
H (5.9463, 17.2242, 15.3548)
H (4.4169, 19.3657, 17.9714)
H (4.9681, 18.4758, 19.4363)
H (3.6980, 17.8015, 18.4319)
H (7.1373, 19.1758, 17.3617)
H (7.7730, 17.5839, 16.8608)
H (7.4934, 18.0671, 18.6534)
C (4.8699, 12.2068, 8.8341)
N (5.5239, 12.2065, 7.5601)
C (6.9390, 12.2866, 7.6892)
N (7.2555, 13.5170, 8.5190)
C (6.0888, 14.2162, 9.0362)
N (5.2266, 13.3309, 9.7172)
C (5.6671, 13.0501, 11.0494)
P (7.4741, 12.5927, 10.9965)
C (8.2020, 11.0361, 11.3538)
C (8.2974, 13.3955, 9.4847)
H (5.2296, 11.2858, 9.3776)
H (3.7888, 12.2150, 8.7585)
H (5.2112, 11.4398, 6.9904)
H (7.3845, 12.4975, 6.7246)
H (7.3386, 11.3608, 8.1921)
H (5.5529, 14.6540, 8.1760)
H (6.5543, 14.9631, 9.7386)
H (5.0532, 12.3219, 11.6284)
H (5.5550, 14.0465, 11.5876)
H (8.1048, 10.2695, 10.5637)
H (8.7836, 11.5333, 13.3664)
H (9.1520, 12.7043, 9.0927)
H (8.6848, 14.3967, 9.6822)
C (8.5726, 10.6830, 12.6713)
C (8.6639, 9.3518, 13.1339)
C (8.6903, 8.2570, 12.2091)
C (8.8118, 6.9707, 12.6519)
C (8.6297, 6.6822, 14.0266)
C (8.5486, 7.7220, 14.9460)
C (8.6982, 9.0296, 14.5294)
H (8.6415, 8.4244, 11.1298)
H (8.8946, 6.1507, 11.9309)
H (8.7076, 5.6588, 14.4245)
H (8.3681, 7.5148, 15.9547)
H (8.9237, 9.7528, 15.2596)
S (9.4200, 12.4784, 18.7914)
C (8.2524, 12.6314, 20.0341)
C (7.9609, 11.4836, 20.7746)
C (6.8829, 11.4730, 21.6678)
C (6.0901, 12.5743, 21.7410)
C (6.4683, 13.8067, 21.1543)
C (7.5850, 13.8610, 20.3131)
H (8.5424, 10.5572, 20.5769)
H (6.7213, 10.5565, 22.2355)
H (5.2839, 12.5891, 22.4738)
H (5.9462, 14.7566, 21.3627)
H (7.8993, 14.7563, 19.8014)

Forces on atoms 1 to 2 (eV/Å):
-0.091 -0.027 -0.013
0.626 -0.476 0.015

Total charge = -2
ΔE to the lowest compared entry with this formula, charge and spin = 0.00 kcal per mole

Atom charges from the Mulliken analysis, given in e for atoms 1 to 5: atom 1 (Tl): 0.546, atom 2 (O): -0.738, atom 3 (C): 0.394, atom 4 (O): -0.656, atom 5 (C): 0.600

***

(4)
Computed, not measured: the molecule C21H24ClN3O6S, with wB97M-V/def2-TZVPD.

Cartesian coordinates (Å):
C (7.8648, -1.1553, -1.2369)
H (7.8556, -1.6565, -2.2072)
H (8.0243, -0.0868, -1.3974)
H (8.6443, -1.5668, -0.6009)
O (6.6395, -1.3745, -0.5565)
C (5.5358, -0.9479, -1.1904)
O (5.5655, -0.4089, -2.2717)
C (4.2989, -1.2069, -0.4234)
C (3.0817, -0.8377, -0.9955)
C (1.9033, -1.0505, -0.3179)
C (1.9161, -1.6376, 0.9504)
C (3.1313, -2.0121, 1.5231)
C (4.3100, -1.7965, 0.8389)
H (5.2507, -2.0841, 1.2807)
H (3.1357, -2.4637, 2.5013)
N (0.6968, -1.8148, 1.5874)
C (0.4150, -2.2110, 2.8578)
O (1.2119, -2.5984, 3.6787)
C (-1.0932, -2.1296, 3.1305)
N (-1.7116, -1.1616, 2.2461)
C (-1.4846, 0.2124, 2.6710)
C (-1.8446, 1.1321, 1.5084)
N (-3.2267, 0.9154, 1.1609)
S (-3.9793, 2.0700, 0.2284)
O (-5.3710, 1.7326, 0.2144)
O (-3.5875, 3.3519, 0.7198)
C (-3.3724, 1.8155, -1.4549)
C (-4.2197, 1.1791, -2.3358)
C (-3.8133, 0.9603, -3.6437)
C (-2.5639, 1.3915, -4.0614)
C (-1.7176, 2.0326, -3.1745)
C (-2.1051, 2.2496, -1.8506)
O (-1.3359, 2.8316, -0.9087)
C (-0.1036, 3.4100, -1.2874)
H (0.6085, 2.6513, -1.6281)
H (-0.2384, 4.1654, -2.0656)
H (0.2792, 3.8849, -0.3864)
H (-0.7521, 2.3613, -3.5234)
H (-2.2508, 1.2285, -5.0806)
Cl (-4.8644, 0.1581, -4.7483)
H (-5.1943, 0.8819, -1.9835)
C (-3.5229, -0.4522, 0.8128)
C (-3.1225, -1.3660, 1.9725)
H (-3.2846, -2.4073, 1.6865)
H (-3.7489, -1.1333, 2.8473)
H (-4.5941, -0.5110, 0.6221)
H (-2.9743, -0.7558, -0.0942)
H (-1.7406, 2.1831, 1.7722)
H (-1.1829, 0.9056, 0.6593)
H (-0.4319, 0.3386, 2.9313)
H (-2.1002, 0.4684, 3.5468)
H (-1.2431, -1.9154, 4.1983)
H (-1.5096, -3.1208, 2.9294)
H (-0.1313, -1.4975, 1.0857)
H (0.9587, -0.7661, -0.7614)
H (3.0894, -0.3851, -1.9755)

Forces on atoms 1 to 2 (eV/Å):
0.238 0.139 -0.327
0.038 0.046 0.089

ΔE to the lowest compared entry with this formula, charge and spin = 18.82 kcal per mole

Atom charges from the Mulliken analysis, given in e for atoms 1 to 5: atom 1 (C): -0.651, atom 2 (H): 0.286, atom 3 (H): 0.290, atom 4 (H): 0.228, atom 5 (O): -0.303

***

no.,E_tot (Eh)
1,-2706.7109
2,-1823.2282
3,-2441.8245
4,-2288.7379